Computed, not measured: a structure of composition C45H36N4O13W, with ωB97M-V with the def2-TZVPD basis set.

```
99
Properties=species:S:1:pos:R:3:forces:R:3
W -0.0039 -0.4372 -0.0925 -0.15 -0.08 0.28
O 0.3013 5.4530 -2.3972 0.00 0.02 -0.01
C 0.2942 4.2147 -1.8269 0.05 0.05 -0.10
C -0.4066 3.9535 -0.6597 -0.07 -0.08 0.15
C -0.3838 2.6693 -0.1643 0.01 0.02 -0.03
N 0.2851 1.6917 -0.7635 -0.01 -0.06 0.05
C 0.9590 1.9440 -1.8776 0.02 -0.04 -0.03
C 1.0036 3.1983 -2.4503 -0.02 -0.01 0.02
C 1.6272 0.7128 -2.4374 0.03 0.14 0.02
O 2.3073 0.7838 -3.4465 0.02 -0.02 -0.06
O 1.3809 -0.3176 -1.7181 0.02 -0.07 -0.05
C -1.1287 2.2139 1.0616 0.03 0.05 -0.02
O -1.7372 3.0207 1.7481 -0.02 0.00 0.03
O -1.0460 0.9487 1.2169 -0.03 -0.03 -0.08
H -0.2826 6.0231 -1.8857 0.00 0.00 0.00
H -0.9942 4.6954 -0.1316 0.01 0.01 -0.02
H 1.5606 3.3508 -3.3633 0.00 0.00 0.00
C -6.1963 -2.1514 1.2640 0.00 -0.01 0.02
C -5.3712 -2.2110 -0.0126 0.03 0.02 0.05
C -6.1632 -2.7703 -1.1826 -0.02 -0.07 -0.01
O -4.9191 -0.9080 -0.3277 0.02 -0.03 0.00
C -3.4986 -0.8209 -0.2074 -0.07 0.00 -0.02
C -3.0246 -2.2599 0.0137 0.01 0.02 0.05
O -4.2245 -3.0165 0.1867 -0.03 0.00 -0.07
C -2.0799 -2.4398 1.2337 -0.04 0.07 -0.02
O -1.0878 -1.4692 1.2035 0.11 -0.06 0.09
C -1.4486 -3.8365 1.2521 0.04 0.01 -0.01
C -0.3975 -4.0400 2.1428 0.02 -0.01 0.00
C 0.2198 -5.2755 2.2336 0.00 0.00 0.00
C -0.2076 -6.3319 1.4391 0.00 -0.01 0.00
C -1.2531 -6.1360 0.5506 -0.01 0.01 -0.01
C -1.8715 -4.8935 0.4566 -0.01 -0.03 0.02
C -2.8699 -2.2434 2.5365 -0.02 -0.04 -0.01
C -3.5813 -3.2891 3.1219 0.02 0.01 -0.04
C -4.3098 -3.0883 4.2834 -0.02 0.03 0.00
C -4.3435 -1.8309 4.8757 -0.01 -0.04 0.01
C -3.6257 -0.7902 4.3058 0.01 0.02 -0.01
C -2.8812 -0.9947 3.1489 -0.03 0.02 0.01
C -2.9093 -0.1578 -1.4722 -0.01 0.20 0.16
O -1.5345 -0.1394 -1.3917 0.24 -0.31 -0.26
C -3.3442 -0.9239 -2.7247 -0.02 0.02 -0.03
C -4.5831 -0.7040 -3.3218 0.00 0.01 -0.01
C -4.9642 -1.4177 -4.4485 0.01 0.01 -0.01
C -4.1086 -2.3672 -4.9933 -0.01 0.00 0.00
C -2.8685 -2.5833 -4.4096 0.01 0.00 0.01
C -2.4828 -1.8601 -3.2872 0.01 0.00 -0.02
C -3.3415 1.3149 -1.5921 -0.01 -0.01 -0.01
C -4.1195 1.9888 -0.6621 0.00 -0.01 0.00
C -4.3616 3.3538 -0.7992 -0.01 0.00 0.01
C -3.8421 4.0554 -1.8731 0.00 0.00 -0.01
C -3.0643 3.3856 -2.8146 0.00 0.01 -0.01
C -2.8154 2.0336 -2.6689 -0.01 -0.01 0.00
H -7.1022 -1.5673 1.0877 0.02 0.00 -0.01
H -5.6139 -1.6820 2.0557 0.00 0.00 0.01
H -6.4765 -3.1567 1.5831 0.01 0.00 -0.01
H -6.9950 -2.1080 -1.4296 0.01 0.01 0.01
H -6.5580 -3.7539 -0.9199 0.00 0.01 0.00
H -5.5143 -2.8651 -2.0521 -0.01 0.00 0.02
H -3.2329 -0.1968 0.6480 0.01 0.00 0.01
H -2.4925 -2.6228 -0.8672 0.02 -0.03 0.01
H -0.0389 -3.2086 2.7385 -0.01 -0.01 -0.01
H 1.0557 -5.4022 2.9107 0.00 0.00 0.00
H 0.2843 -7.2961 1.4995 0.00 0.00 0.00
H -1.5874 -6.9481 -0.0854 0.00 0.00 0.00
H -2.6892 -4.7629 -0.2400 0.00 0.01 0.00
H -3.5587 -4.2682 2.6598 -0.01 0.00 0.01
H -4.8555 -3.9145 4.7256 0.00 0.00 0.01
H -4.9132 -1.6702 5.7842 0.00 0.00 0.00
H -3.6263 0.1903 4.7677 0.00 -0.01 0.00
H -2.2871 -0.1954 2.7223 0.01 0.00 0.02
H -5.2536 0.0316 -2.8944 0.01 0.00 0.00
H -5.9328 -1.2342 -4.9001 0.00 0.00 0.00
H -4.4041 -2.9281 -5.8728 0.00 0.00 0.00
H -2.1864 -3.3121 -4.8312 -0.01 0.00 0.00
H -1.5045 -2.0038 -2.8440 0.00 0.01 0.01
H -4.5354 1.4609 0.1854 0.00 0.01 0.00
H -4.9496 3.8671 -0.0478 0.01 -0.01 0.00
H -4.0308 5.1185 -1.9741 0.00 0.00 -0.01
H -2.6376 3.9245 -3.6535 0.00 0.00 0.00
H -2.1864 1.5124 -3.3815 0.00 0.00 0.00
C 2.5311 3.7500 1.4261 -0.03 0.03 -0.02
C 2.4453 2.2655 1.2993 0.03 0.03 0.02
N 1.5637 1.5347 1.8674 -0.03 -0.04 0.00
C 1.7969 0.1545 1.4193 0.08 0.02 0.04
C 3.1266 0.2114 0.7493 -0.04 0.04 -0.03
N 3.3397 1.5610 0.5294 -0.01 -0.01 0.00
C 4.2777 -0.6313 0.5332 -0.02 0.00 -0.18
O 4.1978 -1.9458 0.7026 -0.08 -0.05 -0.07
O 5.3492 -0.1090 0.2142 0.04 0.03 0.07
C 1.0278 -2.2627 -0.1337 -0.02 0.32 0.07
O 1.8996 -3.0414 0.2152 0.07 -0.06 -0.11
O 0.0659 -2.3609 -0.9609 -0.10 0.04 -0.04
H 1.5523 4.1445 1.6916 0.00 -0.01 0.03
H 2.8587 4.2029 0.4883 -0.02 0.00 0.00
H 3.2407 4.0270 2.2090 0.03 -0.01 -0.02
H 4.2408 1.8710 0.2007 0.02 -0.02 0.02
H 3.2690 -2.3022 0.5849 0.02 -0.02 0.22
N 1.6029 -1.4802 3.4360 0.05 0.01 0.02
C 1.6975 -0.7635 2.5397 -0.14 -0.05 -0.11
```
Positions in Å, forces in eV/Å.

Calculated values
charge = -2
gap between HOMO and LUMO (spin up / spin down) = 5.15 / 6.73 eV
relative energy (zero: lowest compared OMol25 entry of this formula, charge and spin) = 194.99 kJ/mol
spin multiplicity = 3